C30H17N3O11V as an isolated structure in a non-equilibrium geometry. Source: the OMol25 dataset; level of theory: ωB97M-V/def2-TZVPD.

The calculation puts the HOMO energy at -5.683 eV. As for the charge: -1. As for the orbital gap: 5.746 eV. The value obtained for the energy relative to the best compared isomer or geometry (same formula, charge and spin) is 62.0 kJ/mol. The energy is -3089.2936 a.u. The LUMO energy comes out at 0.0023 Eh.

Element x y z (Å)
V 0.242 0.190 0.000
O 3.079 -2.126 1.264
C 1.943 -1.787 1.189
O 1.602 -0.529 0.749
C 0.770 -2.635 1.534
C 1.074 -3.840 2.143
C 0.067 -4.708 2.486
C -1.252 -4.404 2.232
C -1.557 -3.201 1.644
C -0.573 -2.266 1.261
O -0.928 -1.154 0.671
N -3.003 -2.936 1.437
O -3.372 -1.790 1.351
O -3.732 -3.908 1.402
N 0.398 -5.981 3.149
O -0.521 -6.716 3.444
O 1.570 -6.211 3.367
H 2.108 -4.091 2.334
H -2.043 -5.089 2.496
O -5.526 1.365 -4.063
C -5.364 1.970 -2.989
O -6.057 2.832 -2.415
C -4.120 1.530 -2.198
C -3.938 1.905 -0.877
C -2.783 1.553 -0.203
N -1.793 0.873 -0.785
C -1.979 0.492 -2.062
C -3.108 0.779 -2.790
C -0.826 -0.247 -2.636
O -0.780 -0.807 -3.683
O 0.223 -0.224 -1.754
H -4.709 2.495 -0.399
H -2.636 1.838 0.827
H -3.214 0.437 -3.811
C 4.277 2.771 -2.767
C 3.921 1.465 -2.362
C 2.799 1.244 -1.620
C 1.938 2.310 -1.228
C 0.737 2.145 -0.448
C 0.013 3.255 -0.109
C 0.388 4.551 -0.517
C 1.514 4.729 -1.260
C 2.314 3.621 -1.627
C 3.489 3.819 -2.399
H 5.168 2.933 -3.360
H 4.542 0.625 -2.645
H 2.583 0.225 -1.333
H -0.881 3.155 0.486
H -0.230 5.394 -0.235
H 1.818 5.718 -1.584
H 3.746 4.831 -2.689
C -0.551 1.923 4.522
C -1.553 1.202 3.893
C -1.397 0.777 2.575
C -0.249 1.094 1.854
C 0.756 1.818 2.501
C 0.611 2.222 3.820
H -0.664 2.238 5.552
H -2.463 0.952 4.424
H -2.180 0.182 2.125
H 1.668 2.077 1.979
H 1.407 2.783 4.294